No. 1
{
  "formula": "C32H28IrN8S",
  "method": "ωB97M-V with the def2-TZVPD basis set",
  "elements": ["Ir", "C", "C", "C", "C", "C", "N", "C", "C", "C", "C", "C", "C", "C", "N", "C", "C", "C", "N", "C", "C", "N", "C", "C", "C", "N", "H", "H", "H", "H", "H", "H", "H", "H", "H", "H", "H", "H", "H", "H", "H", "H", "H", "H", "S", "C", "C", "C", "C", "C", "C", "C", "C", "C", "N", "H", "H", "H", "H", "H", "H", "N", "C", "C", "C", "N", "H", "H", "H", "H"],
  "xyz": [[-0.3743, -0.3409, -0.0798], [-2.5027, 5.9854, -1.7881], [-2.1842, 4.7370, -1.0174], [-1.4219, 4.8049, 0.1511], [-1.0704, 3.6661, 0.8369], [-1.4637, 2.3862, 0.4027], [-0.9917, 1.2428, 1.0416], [-0.8652, 1.2627, 2.4187], [-1.8417, 1.8737, 3.2260], [-1.7352, 1.8941, 4.5946], [-0.6480, 1.2921, 5.2358], [-0.5579, 1.2854, 6.7332], [0.3146, 0.6764, 4.4535], [0.2333, 0.6531, 3.0612], [1.2900, 0.0766, 2.3377], [2.6092, 0.1616, 2.7924], [3.6077, -0.5463, 2.2663], [3.3428, -1.6758, 1.3013], [1.0772, -0.6961, 1.2178], [-2.2526, 2.3272, -0.7607], [-2.5840, 3.4855, -1.4541], [-2.7675, 1.1001, -1.2499], [-3.9618, 0.9336, -1.8628], [-4.0621, -0.3843, -2.2384], [-2.8714, -0.9721, -1.8067], [-2.1007, -0.0699, -1.2094], [-2.7717, 6.7963, -1.1123], [-3.3181, 5.8330, -2.4925], [-1.6211, 6.3053, -2.3480], [-1.0876, 5.7702, 0.5115], [-0.4441, 3.7355, 1.7156], [-2.7004, 2.3199, 2.7418], [-2.5089, 2.3710, 5.1834], [-0.8942, 2.2391, 7.1386], [0.4584, 1.0946, 7.0728], [-1.2029, 0.5099, 7.1519], [1.1424, 0.1732, 4.9366], [2.7765, 0.9120, 3.5499], [4.6298, -0.3862, 2.5763], [3.9389, -2.2703, -0.5520], [-3.1506, 3.3984, -2.3731], [-4.6581, 1.7466, -1.9694], [-4.8863, -0.8570, -2.7416], [-2.5388, -1.9918, -1.9133], [0.8105, -2.8704, -3.6229], [0.5771, -3.9417, -2.3084], [0.2827, -3.2907, -1.1496], [0.2007, -1.8742, -1.2906], [0.4599, -1.5171, -2.6020], [0.5144, -0.1407, -3.0389], [0.5801, 0.2611, -4.3762], [0.6268, 1.6065, -4.6790], [0.6171, 2.5349, -3.6433], [0.5518, 2.0687, -2.3450], [0.4934, 0.7724, -2.0456], [0.6896, -5.0036, -2.4644], [0.1320, -3.8207, -0.2199], [0.5817, -0.4904, -5.1544], [0.6764, 1.9337, -5.7090], [0.6740, 3.5967, -3.8377], [0.5668, 2.7607, -1.5102], [3.9975, -1.4612, 0.0513], [3.7278, -2.9779, 1.9586], [2.6024, -3.6209, 2.4116], [1.4764, -2.8989, 2.0483], [1.8509, -1.8359, 1.2309], [3.6885, -0.6272, -0.4287], [4.7605, -3.2660, 2.0674], [2.5824, -4.5491, 2.9614], [0.4353, -3.0801, 2.2675]],
  "forces_ev_per_a": [[-0.238, -0.011, 0.205], [0.065, -0.048, 0.002], [0.043, 0.023, 0.110], [-0.059, 0.045, -0.082], [0.029, -0.285, 0.014], [-0.261, 0.421, -0.182], [0.287, -0.062, -0.185], [0.012, 0.040, 0.271], [0.042, -0.012, -0.094], [-0.004, -0.001, -0.004], [-0.016, 0.028, -0.061], [-0.032, -0.035, -0.002], [0.035, -0.036, 0.036], [-0.275, 0.088, -0.174], [-0.031, -0.160, -0.158], [0.434, -0.005, -0.003], [-0.190, -0.058, -0.073], [-0.056, 0.189, -0.002], [-0.092, 0.345, 0.147], [0.316, 0.011, 0.309], [-0.050, -0.035, -0.067], [-0.305, 0.058, -0.016], [-0.035, -0.232, -0.071], [-0.030, 0.146, 0.033], [0.010, -0.092, -0.117], [0.199, -0.143, 0.008], [-0.023, 0.012, -0.020], [0.005, -0.005, -0.005], [-0.052, 0.044, -0.035], [0.015, -0.017, 0.012], [-0.004, 0.006, 0.036], [0.001, 0.019, -0.012], [0.003, -0.016, 0.004], [0.041, -0.001, 0.037], [0.000, 0.017, 0.013], [0.010, -0.001, -0.008], [0.028, 0.009, -0.019], [-0.081, 0.022, 0.013], [-0.023, 0.074, 0.028], [-0.095, 0.019, -0.054], [0.009, 0.011, 0.011], [0.050, 0.035, 0.023], [0.016, -0.007, 0.001], [0.079, 0.034, 0.090], [-0.114, 0.104, 0.209], [0.104, -0.007, -0.129], [-0.060, -0.074, 0.105], [-0.184, 0.108, -0.466], [0.132, -0.403, 0.102], [0.049, 0.309, -0.078], [0.001, -0.049, 0.085], [0.005, -0.019, 0.083], [0.053, 0.011, -0.049], [0.060, 0.133, -0.002], [0.013, -0.214, 0.213], [0.001, 0.013, 0.034], [-0.031, 0.002, 0.017], [0.010, 0.026, -0.025], [-0.007, -0.006, -0.005], [-0.003, -0.010, 0.019], [-0.071, -0.041, 0.029], [0.226, -0.015, 0.084], [-0.133, -0.056, -0.086], [0.221, -0.021, 0.046], [-0.253, 0.096, 0.153], [0.270, -0.304, -0.231], [-0.055, 0.010, -0.002], [-0.011, -0.022, 0.018], [-0.024, 0.002, -0.023], [0.020, -0.009, -0.055]],
  "multiplicity": 5,
  "total_charge": 1,
  "gap_ha": [0.248, 0.204],
  "s2": 6.054
}

No. 2
{
  "formula": "C5H8N2O",
  "method": "ωB97M-V with the def2-TZVPD basis set",
  "elements": ["C", "C", "C", "C", "C", "O", "N", "N", "H", "H", "H", "H", "H", "H", "H", "H"],
  "xyz": [[0.6405, -2.0243, 0.2685], [0.2715, 0.4027, -0.4729], [-0.9874, 1.0340, -0.2297], [0.7526, -0.5705, 0.6080], [-2.1837, 1.4681, -0.4687], [0.6873, 1.9385, 0.0546], [0.5005, 0.0013, -1.7283], [1.2048, -0.0600, 1.6764], [1.0329, 1.7292, 0.9507], [0.1534, 0.6931, -2.3903], [1.5211, -0.7563, 2.3494], [-0.4083, -2.2974, 0.1316], [1.1349, -2.2068, -0.6852], [1.0732, -2.6459, 1.0529], [-2.8686, 0.8957, -1.0851], [-2.5246, 2.3986, -0.0319]],
  "forces_ev_per_a": [[0.026, 0.022, 0.025], [-0.487, -1.646, -1.212], [0.793, 0.729, -0.182], [0.152, 0.262, 0.007], [0.190, 0.437, 0.495], [-1.036, -0.025, 0.084], [0.609, 0.467, 0.717], [-0.035, -0.056, -0.048], [-0.148, -0.024, 0.079], [-0.184, -0.140, 0.080], [-0.058, -0.019, -0.094], [0.019, 0.034, 0.000], [-0.007, 0.041, 0.021], [-0.008, 0.053, -0.011], [0.107, -0.199, 0.215], [0.066, 0.063, -0.174]],
  "gap_ha": [0.287, 0.288]
}

No. 3
{
  "formula": "C17H23N3OS",
  "method": "ωB97M-V with the def2-TZVPD basis set",
  "elements": ["N", "O", "S", "C", "C", "C", "C", "C", "C", "C", "C", "C", "N", "N", "C", "C", "C", "C", "C", "C", "C", "C", "H", "H", "H", "H", "H", "H", "H", "H", "H", "H", "H", "H", "H", "H", "H", "H", "H", "H", "H", "H", "H", "H", "H"],
  "xyz": [[-3.1354, -0.6206, 3.1335], [1.8590, 1.4702, -0.8313], [-2.5376, 1.2922, 1.4928], [-3.4547, 0.6007, 2.7818], [-2.1098, -1.1069, 2.3352], [-1.6426, -0.1826, 1.3812], [2.1666, 3.5190, 2.2540], [1.5634, 2.6794, 3.1973], [2.2828, 3.1420, 0.9190], [1.0512, 1.4642, 2.7872], [1.7862, 1.9138, 0.4743], [1.2319, 1.0833, 1.4589], [-1.2319, -3.7120, -2.2674], [-0.7223, -1.4430, -0.5610], [2.2288, 2.0552, -3.1242], [1.4349, 2.3791, -1.8528], [0.7744, -0.3178, 1.0680], [-0.2351, -3.8346, -1.1635], [-1.4668, -2.3212, -2.7597], [-0.5610, -2.8458, -0.0498], [-1.8021, -1.3985, -1.5771], [-0.5576, -0.2847, 0.3715], [-4.2227, 1.1447, 3.3419], [-1.7199, -2.0852, 2.4220], [2.5526, 4.4789, 2.5882], [1.5148, 2.8882, 4.2491], [2.7149, 3.8211, 0.2112], [0.5181, 0.7712, 3.4609], [-1.0099, -4.3447, -3.0547], [3.3068, 2.3316, -2.9687], [2.1564, 0.9823, -3.3511], [1.8090, 2.6440, -3.9304], [1.5440, 3.4439, -1.6111], [0.3638, 2.1686, -1.9443], [1.5472, -0.7079, 0.4110], [0.6945, -0.9381, 1.9645], [-0.2017, -4.8770, -0.7938], [0.7744, -3.5954, -1.5541], [-2.3188, -2.3368, -3.4651], [-0.5626, -1.9058, -3.2895], [0.2453, -2.8406, 0.6993], [-1.4451, -3.1495, 0.4588], [-1.8949, -0.3475, -1.9223], [-2.7308, -1.6763, -1.1270], [-0.5575, 0.5990, -0.2629]],
  "forces_ev_per_a": [[0.413, 0.210, -0.775], [0.468, 0.462, 0.945], [-0.169, -0.855, 0.598], [-0.122, -0.443, 0.740], [-0.162, 3.030, -1.341], [-1.281, -0.531, 1.249], [-0.054, -0.191, 0.497], [0.026, -0.070, -0.279], [-0.448, -0.085, -0.067], [0.361, -0.052, -0.554], [-0.055, 0.291, 1.042], [-0.841, -1.423, -0.332], [-0.126, 0.021, -0.055], [0.537, -0.867, -0.648], [0.382, 0.073, 0.911], [-0.018, -0.484, -0.402], [0.941, 0.469, 0.249], [0.135, 0.618, -1.269], [0.753, -0.372, 0.295], [0.768, 1.541, -0.092], [1.412, 0.802, 0.303], [-0.451, -1.657, -1.312], [0.343, -0.067, -0.472], [0.150, -0.802, 0.364], [0.024, -0.142, -0.186], [-0.005, 0.600, 0.215], [0.276, 0.271, -0.202], [0.495, 0.471, -0.302], [-0.103, 0.644, 0.806], [-0.997, -0.289, -0.220], [0.040, 0.364, -0.004], [0.074, 0.029, -0.339], [0.147, -0.319, 0.313], [-0.027, 0.258, -0.477], [-0.117, -0.351, -0.190], [0.235, 0.035, -0.097], [-0.260, 0.543, -0.109], [-0.151, -0.033, 0.250], [0.422, -0.051, 0.312], [-0.668, -0.253, 0.396], [-0.103, -0.091, -0.309], [-1.097, -0.459, 0.451], [0.048, -0.539, 0.043], [-1.009, -0.359, 0.243], [-0.184, 0.053, -0.187]],
  "gap_ha": 0.326,
  "smiles": "CCOc1ccccc1C[C@H](c1cncs1)N1CCNCC1"
}

No. 4
{
  "formula": "C2HBrF2S",
  "method": "ωB97M-V with the def2-TZVPD basis set",
  "elements": ["C", "C", "F", "F", "S", "Br", "H"],
  "xyz": [[0.3271, 0.4391, 0.1617], [1.0510, 0.6710, -1.0726], [1.0845, -0.2106, -2.0069], [1.7665, 1.7164, -1.3723], [1.9003, -0.0318, 1.2472], [-0.3762, 2.2516, 0.7827], [-0.6132, -0.1060, 0.1410]],
  "forces_ev_per_a": [[0.940, 2.240, 1.416], [1.453, -0.460, 1.582], [-0.077, 0.098, -0.023], [-0.973, -0.837, 0.276], [-2.197, 0.322, -2.754], [0.191, -0.678, -0.306], [0.663, -0.686, -0.191]],
  "gap_ha": 0.267
}

No. 5
{
  "formula": "C4H14N2O",
  "method": "ωB97M-V with the def2-TZVPD basis set",
  "elements": ["N", "C", "O", "H", "H", "H", "H", "C", "C", "C", "N", "H", "H", "H", "H", "H", "H", "H", "H", "H", "H"],
  "xyz": [[2.4341, -1.5980, -2.1054], [2.2271, -1.6176, -0.6553], [1.6403, -0.4847, -0.1399], [1.5336, -1.6681, -2.5679], [2.7783, -0.6664, -2.3214], [1.6300, -2.5193, -0.4288], [3.2191, -1.7671, -0.2011], [-0.9213, -0.3010, -0.3990], [-0.9285, 0.4848, 0.8572], [-0.1692, 1.7897, 0.7591], [-2.4056, 0.8446, 1.3021], [-1.4200, -1.2644, -0.3071], [-1.3562, 0.2514, -1.2416], [0.3695, -0.4452, -0.4933], [-0.5413, -0.0993, 1.6954], [-0.5803, 2.4040, -0.0494], [0.8575, 1.5361, 0.4932], [-0.1696, 2.3488, 1.6955], [-3.0002, 0.0628, 1.0069], [-2.4865, 1.0309, 2.3054], [-2.7108, 1.6781, 0.7950]],
  "forces_ev_per_a": [[0.000, -0.017, -0.143], [0.030, 0.143, 0.321], [-0.048, 0.103, -0.206], [-0.005, 0.051, 0.024], [0.045, -0.051, -0.076], [0.035, -0.106, -0.103], [-0.067, -0.037, 0.006], [-0.401, 0.258, -0.166], [0.346, -0.057, -0.126], [-0.037, -0.002, -0.118], [-0.146, -0.018, -0.045], [-0.017, -0.203, 0.099], [0.113, 0.075, 0.041], [0.195, -0.145, 0.298], [-0.113, -0.063, -0.065], [0.012, 0.045, 0.072], [-0.006, -0.041, 0.043], [-0.025, 0.092, 0.030], [0.130, 0.216, 0.284], [-0.098, -0.109, -0.169], [0.058, -0.134, -0.001]],
  "gap_ha": 0.232
}

No. 6
{
  "formula": "C2H5NO4",
  "method": "ωB97M-V with the def2-TZVPD basis set",
  "elements": ["C", "O", "O", "O", "H", "H", "N", "C", "O", "H", "H", "H"],
  "xyz": [[1.1505, 0.0620, -0.2036], [1.9564, -1.0017, 0.0694], [1.8437, 1.2166, -0.0186], [0.3326, 0.0155, -1.2057], [1.4688, -1.7916, -0.2007], [2.4751, 1.0718, 0.7005], [-2.1303, -0.2701, 0.0584], [-0.9911, 0.4226, 0.1650], [-0.0918, 0.0211, 1.0331], [-2.1143, -1.2444, 0.3191], [-2.8438, 0.0280, -0.5872], [-1.0558, 1.4703, -0.1297]],
  "forces_ev_per_a": [[0.054, 0.136, -1.345], [-0.465, 0.139, 0.198], [-0.338, -0.320, 0.318], [0.519, -0.037, 0.705], [0.055, 0.098, -0.001], [-0.051, 0.053, -0.076], [0.343, 0.138, -0.158], [0.062, -0.306, 1.036], [-0.451, 0.132, -0.568], [0.044, 0.079, 0.029], [0.083, 0.029, 0.066], [0.145, -0.141, -0.204]],
  "gap_ha": 0.387
}

Computed values of max |F| (unit: eV Å⁻¹) for the preceding records, in sequence: 0.53 2.10 3.32 3.54 0.51 1.35.
Computed values of energy above the lowest of the compared OMol25 structures with the same formula, charge and spin (unit: eV) for the preceding records, in sequence: 0.961 5.603 3.252 2.043 3.918 2.553.